53
Properties=species:S:1:pos:R:3 method="wB97M-V/def2-TZVPD" total_charge=+4 e_lumo_ev="-11.63 / -14.52" orbital_gap_ev="8.0101 / 5.1911" homo_energy_ev="-19.64 / -19.71" e_tot_ev=-67284.320 e_above_lowest_kj_mol=0.0 spin_multiplicity=6 s_squared=8.82
Ir -0.78790 -0.17189 -0.19469
N -0.43548 -2.25929 -3.26746
C -1.49847 -1.49059 -3.16048
N -1.78557 -0.70007 -2.13413
C -2.95876 -0.00440 -2.35106
C -3.57683 -0.29454 -3.56139
S -2.70731 -1.42631 -4.45730
C -3.40345 0.91477 -1.37186
C -4.54688 1.70481 -1.43456
S -4.70783 2.68773 -0.07812
C -3.19835 2.01014 0.56080
N -2.65103 1.09562 -0.22945
N -2.71402 2.42497 1.71192
H 0.26323 -2.28344 -2.54012
H -0.26736 -2.82324 -4.08985
H -4.49602 0.13238 -3.93821
H -5.27469 1.72983 -2.23389
H -3.18165 3.13400 2.26082
H -1.86132 2.03673 2.08269
N 1.02772 -1.08485 2.65086
C 0.02369 -1.90289 2.43747
N -0.85461 -1.79054 1.44561
C -1.76611 -2.82045 1.48876
C -2.84222 -3.01382 0.63478
C -3.65859 -4.10841 0.84483
C -3.42246 -5.03693 1.90135
C -2.37019 -4.86623 2.76461
C -1.54572 -3.75559 2.57025
S -0.20021 -3.29896 3.51760
H 1.18749 -0.29727 2.03428
H 1.65385 -1.22275 3.43490
H -3.03311 -2.31449 -0.16840
H -4.50664 -4.27115 0.19124
H -4.08413 -5.88508 2.02549
H -2.18284 -5.56587 3.56931
N 1.08233 0.71749 -0.09075
C 2.06262 1.33006 -0.31052
N 3.11287 2.00063 -0.56108
C 3.19449 3.46158 -0.33072
C 4.33080 3.77204 0.64464
C 5.64403 3.15070 0.18387
C 5.50141 1.65231 -0.05472
C 4.35976 1.34537 -1.02467
H 2.23863 3.82708 0.04062
H 3.39999 3.93669 -1.29223
H 4.06592 3.39392 1.63759
H 4.41634 4.85509 0.72553
H 6.41647 3.32947 0.93257
H 6.01699 3.65341 -0.71343
H 5.31225 1.13895 0.89384
H 6.41636 1.23175 -0.47058
H 4.19474 0.27301 -1.11536
H 4.59776 1.74852 -2.01119

=====

47
Properties=species:S:1:pos:R:3 method="wB97M-V/def2-TZVPD" e_lumo_ev=0.68 orbital_gap_ev=9.0312 homo_energy_ev=-8.35 smiles="COc1cc(OC)cc(C(=O)NCC(=O)N[C@@H](C)c2ccccc2)c1" e_tot_ev=-31230.905 e_above_lowest_kj_mol=128.5 spin_multiplicity=1
C 2.55173 0.96621 6.32040
O 2.48347 0.98784 4.91505
C 2.16672 -0.16306 4.26212
C 1.90567 -1.37371 4.88292
C 1.60410 -2.50454 4.12022
O 1.37525 -3.64009 4.83419
C 1.08163 -4.82260 4.12777
C 1.55734 -2.41322 2.73874
C 1.80396 -1.19017 2.11756
C 1.74161 -1.17103 0.62743
O 1.90342 -2.17185 -0.04924
N 1.51107 0.04111 0.07082
C 1.28124 0.18463 -1.34209
C 0.21376 1.25261 -1.56666
O -0.20737 1.93630 -0.65624
N -0.17532 1.37700 -2.84751
C -1.19257 2.32149 -3.27935
C -0.62529 3.26100 -4.34441
C -2.41646 1.59043 -3.78313
C -3.65312 1.80240 -3.18945
C -4.77781 1.13888 -3.64813
C -4.67732 0.25040 -4.70453
C -3.44718 0.02892 -5.29975
C -2.32465 0.69531 -4.84235
C 2.11316 -0.07046 2.86933
H 2.81421 1.98031 6.61774
H 1.58857 0.69634 6.76488
H 3.32205 0.27384 6.67437
H 1.93265 -1.49144 5.95340
H 0.95001 -5.59312 4.88590
H 0.15959 -4.72345 3.54672
H 1.90158 -5.10471 3.46057
H 1.33973 -3.25945 2.10830
H 1.15418 0.80839 0.62631
H 2.20441 0.49090 -1.85336
H 0.96971 -0.78346 -1.74997
H 0.19623 0.74809 -3.54166
H -1.45368 2.89673 -2.38534
H -1.38308 3.98250 -4.63758
H -0.32010 2.70404 -5.22734
H 0.23590 3.79568 -3.95136
H -3.73351 2.49022 -2.36044
H -5.73383 1.31394 -3.17734
H -5.55353 -0.26937 -5.06241
H -3.36150 -0.66460 -6.12345
H -1.37178 0.51443 -5.32006
H 2.34518 0.88040 2.41839

=====

49
Properties=species:S:1:pos:R:3 method="wB97M-V/def2-TZVPD" e_lumo_ev=0.47 orbital_gap_ev=8.8674 homo_energy_ev=-8.40 smiles="COc1ccccc1CNS(=O)(=O)c1ccc2c(c1)N(C(C)=O)C[C@@H](C)S2" e_tot_ev=-52901.102 e_above_lowest_kj_mol=36.7 spin_multiplicity=1
C -1.59369 -0.24974 -3.42748
O -2.11299 -0.06381 -2.12857
C -1.94857 -1.07666 -1.21718
C -0.94704 -2.03454 -1.30671
C -0.84691 -3.02915 -0.34897
C -1.75277 -3.08656 0.69222
C -2.74558 -2.12590 0.78732
C -2.85279 -1.10813 -0.14581
C -3.92914 -0.05812 -0.02879
N -3.43647 1.29996 0.02739
S -2.74621 1.81566 1.44761
O -3.57889 1.35825 2.51808
O -2.50269 3.21806 1.28536
C -1.16081 0.98588 1.53593
C -1.00612 -0.16674 2.28088
C 0.20774 -0.81961 2.24810
C 1.25830 -0.33219 1.47210
C 1.10706 0.86127 0.74726
C -0.11934 1.51692 0.80721
N 2.20309 1.40369 0.06122
C 2.21210 1.96364 -1.19150
C 0.91633 1.98811 -1.96045
O 3.24466 2.39130 -1.66400
C 3.48335 1.21351 0.71873
C 3.93926 -0.23042 0.59498
C 5.30710 -0.46304 1.21138
S 2.71659 -1.31100 1.45831
H -0.50130 -0.19957 -3.44835
H -1.91855 -1.20562 -3.84801
H -1.99762 0.56641 -4.02444
H -0.24162 -2.01432 -2.12278
H -0.05937 -3.76286 -0.42847
H -1.68688 -3.87247 1.42816
H -3.45972 -2.16546 1.59617
H -4.49616 -0.20437 0.89174
H -4.60927 -0.12663 -0.88461
H -2.91179 1.57874 -0.78685
H -1.82635 -0.51871 2.88299
H 0.36431 -1.72478 2.81367
H -0.27064 2.46629 0.32223
H 0.41709 2.94231 -1.80349
H 1.16060 1.91812 -3.01874
H 0.25017 1.18358 -1.66710
H 3.39492 1.49782 1.77147
H 4.20248 1.86904 0.22044
H 3.93757 -0.52767 -0.45710
H 5.30644 -0.16512 2.25736
H 6.05534 0.11966 0.67905
H 5.57481 -1.51502 1.15205

=====

49
Properties=species:S:1:pos:R:3 method="wB97M-V/def2-TZVPD" e_lumo_ev=0.42 orbital_gap_ev=8.9534 homo_energy_ev=-8.53 smiles="CCNS(=O)(=O)c1ccc(CCC(=O)Nc2ccccc2C(=O)OC)cc1" e_tot_ev=-44114.114 e_above_lowest_kj_mol=49.9 spin_multiplicity=1
C 4.31050 0.50098 4.04672
C 3.39312 -0.10719 2.99665
N 2.03374 -0.20207 3.49241
S 0.93522 -0.86318 2.41170
O -0.21412 -1.22292 3.19524
O 1.55469 -1.88366 1.61127
C 0.56716 0.54243 1.39116
C 1.23207 0.69696 0.19110
C 0.92432 1.77865 -0.61409
C -0.06362 2.68286 -0.23297
C -0.50944 3.75261 -1.18703
C -1.64655 3.21768 -2.08359
C -1.12687 2.02529 -2.87182
O -0.55876 2.15124 -3.93443
N -1.32887 0.84584 -2.21930
C -0.77350 -0.39964 -2.47354
C -0.03137 -0.65674 -3.62645
C 0.54281 -1.89479 -3.83091
C 0.39070 -2.90662 -2.89352
C -0.35235 -2.67394 -1.75583
C -0.94975 -1.43308 -1.52730
C -1.74777 -1.23799 -0.30118
O -2.20596 -0.16566 0.06732
O -1.95961 -2.36596 0.36218
C -2.70655 -2.28183 1.57122
C -0.70452 2.51543 0.99031
C -0.38496 1.44838 1.81046
H 5.31009 0.62326 3.63898
H 3.93245 1.47209 4.35459
H 4.36764 -0.14294 4.92130
H 3.35181 0.53566 2.11318
H 3.76415 -1.09202 2.68261
H 1.97039 -0.68212 4.37891
H 1.95397 -0.04680 -0.10800
H 1.43051 1.90653 -1.55977
H -0.87248 4.62465 -0.64098
H 0.32022 4.05901 -1.82589
H -2.50200 2.93517 -1.47019
H -1.94179 3.99764 -2.78595
H -1.81498 0.87365 -1.32062
H 0.09320 0.13120 -4.35038
H 1.11730 -2.07052 -4.72832
H 0.84947 -3.87021 -3.05241
H -0.47481 -3.44729 -1.01537
H -2.05108 -1.95506 2.38126
H -3.52892 -1.57312 1.45640
H -3.08194 -3.28390 1.76361
H -1.47129 3.21366 1.29123
H -0.88297 1.28334 2.75172

=====

51
Properties=species:S:1:pos:R:3 method="wB97M-V/def2-TZVPD" e_lumo_ev=-0.45 orbital_gap_ev=7.8421 homo_energy_ev=-8.30 e_tot_ev=-56996.233 e_above_lowest_kj_mol=8.5 spin_multiplicity=1
C -2.14649 -2.93036 -2.53367
C -1.04253 -3.73671 -1.84763
N -0.69464 -3.22440 -0.53712
C 0.27288 -2.30106 -0.32597
O 0.48381 -1.81913 0.76791
C 1.13121 -1.88317 -1.52916
N 1.88621 -0.71797 -1.13577
C 3.15338 -0.83066 -0.63490
O 3.83502 -1.81458 -0.64518
S 3.66627 0.75754 -0.01397
C 2.11343 1.49052 -0.38730
C 1.67385 2.74964 -0.18087
C 2.32483 3.88989 0.40025
C 3.63431 3.86609 0.88679
C 4.21410 4.98644 1.44420
C 3.48983 6.16452 1.52616
C 2.19097 6.22472 1.05189
C 1.59357 5.10386 0.48755
O 0.33051 5.08433 0.00011
C -0.45294 6.25246 0.06650
C 1.23034 0.49474 -1.00191
O 0.09591 0.66841 -1.38406
C -1.54350 -3.48418 0.62470
C -2.34781 -4.78703 0.55394
C -3.24163 -4.79245 1.77308
S -3.99336 -3.13849 1.59897
O -5.01276 -3.21093 0.58724
O -4.35400 -2.57504 2.86752
C -2.51864 -2.33390 0.88897
H -1.89203 -1.87309 -2.55422
H -2.26845 -3.27740 -3.55653
H -3.09727 -3.04642 -2.01945
H -0.14379 -3.73689 -2.46503
H -1.35327 -4.77755 -1.74229
H 0.50975 -1.60244 -2.38121
H 1.83751 -2.67392 -1.79371
H 0.65497 2.92057 -0.51035
H 4.19877 2.95014 0.82405
H 5.22629 4.94394 1.81457
H 3.93477 7.04671 1.96143
H 1.64960 7.15437 1.12730
H -0.00602 7.06946 -0.50830
H -0.60879 6.57375 1.10077
H -1.41152 5.98457 -0.37488
H -0.85533 -3.55178 1.47736
H -2.99758 -4.79154 -0.32209
H -1.68203 -5.65042 0.52100
H -4.01499 -5.55167 1.74514
H -2.69813 -4.82188 2.71204
H -2.12958 -1.61167 1.59789
H -2.82499 -1.82995 -0.02177

=====

45
Properties=species:S:1:pos:R:3 method="wB97M-V/def2-TZVPD" total_charge=+2 e_lumo_ev="-10.30 / -10.27" orbital_gap_ev="4.6547 / 4.6859" homo_energy_ev="-14.95 / -14.95" e_tot_ev=-39688.187 spin_multiplicity=1
C -2.62606 -1.00061 1.24502
C -2.43370 1.21568 -2.10072
H -3.06855 -1.85299 0.71510
H -3.43600 -0.47536 1.76551
H -1.91469 -1.36231 1.99448
H -1.58278 1.22689 -2.78229
H -3.21461 0.58292 -2.52498
H -2.84626 2.21995 -1.93620
C -0.16372 -2.67350 0.06668
C 0.81205 -3.67593 0.06972
C 2.01460 -3.44081 -0.60001
C 2.20648 -2.19613 -1.19400
H -1.09190 -2.82302 0.62436
H 0.59825 -4.60304 0.60008
H 2.79350 -4.19858 -0.65775
H 3.13755 -1.95447 -1.69491
N -0.01341 -1.50296 -0.58061
C 1.19096 -1.22166 -1.15107
C 1.42890 0.14985 -1.66797
N 0.46206 1.07536 -1.48351
C 0.61493 2.31374 -1.97632
C 2.78489 1.78478 -2.83978
C 1.75786 2.71285 -2.67647
H -0.22498 3.00554 -1.84006
H 1.79192 3.72770 -3.06061
C 2.62496 0.50590 -2.32061
H 3.41006 -0.23380 -2.41273
H 3.69276 2.04832 -3.37364
Sn -1.84391 0.32612 -0.23204
C -1.51367 2.29185 0.67446
H -2.10106 3.02030 0.09653
H -0.45661 2.57141 0.63995
H -1.84096 2.29821 1.71820
S 0.51724 0.48250 2.01270
C -0.24903 -0.27617 3.30120
C 0.13228 -1.62471 3.56597
C -0.69986 -2.44140 4.31680
C -1.87560 -1.92134 4.89207
C -2.16934 -0.55100 4.76400
C -1.33297 0.28964 4.03231
H 1.04402 -1.99918 3.09934
H -0.42899 -3.49058 4.46252
H -2.54192 -2.57712 5.46535
H -3.06604 -0.14828 5.24667
H -1.51203 1.36271 3.96344

=====

49
Properties=species:S:1:pos:R:3 method="wB97M-V/def2-TZVPD" e_lumo_ev=0.29 orbital_gap_ev=7.6286 homo_energy_ev=-7.34 smiles="Cc1c(-c2ccnc(Nc3ccc(N4CCNCC4)cc3)n2)sc(=O)n1C" e_tot_ev=-41883.170 e_above_lowest_kj_mol=135.0 spin_multiplicity=1
C 0.08949 0.55296 -2.43911
C -0.96808 0.86094 -3.47593
C -1.84377 -0.08459 -3.95514
C -1.97927 -1.41653 -3.35059
C -2.33142 -2.50630 -4.16591
C -2.40510 -3.72742 -3.54130
N -2.20664 -3.89744 -2.23564
C -1.90262 -2.82435 -1.53520
N -1.54255 -3.09777 -0.22928
C -0.86279 -2.21759 0.65384
C -1.33123 -0.87776 0.94102
C -0.58953 0.04339 1.70062
C 0.62002 -0.35171 2.27212
N 1.35730 0.55350 3.08392
C 0.61488 1.49380 3.99942
C 1.34840 1.64420 5.33842
N 2.82877 1.75446 5.21494
C 3.43940 0.67618 4.46831
C 2.83730 0.68387 3.06414
C 1.09187 -1.70344 2.04266
C 0.35265 -2.61071 1.28545
N -1.82485 -1.59727 -2.02657
S -2.72192 0.55549 -5.37560
C -1.91687 2.05605 -5.22199
O -1.99973 2.91353 -6.05859
N -1.08805 2.11324 -4.13700
C -0.29911 3.30247 -3.80198
H -0.34812 0.74070 -1.42692
H 0.41412 -0.48974 -2.47874
H 0.96349 1.17208 -2.56326
H -2.41551 -2.34256 -5.26352
H -2.65600 -4.59466 -4.14768
H -1.37164 -4.11660 -0.16110
H -2.25042 -0.57471 0.41560
H -0.88412 1.08199 1.77208
H -0.41060 1.13472 4.24394
H 0.58062 2.48102 3.55525
H 0.95074 2.53113 5.84371
H 1.01597 0.82150 5.94864
H 3.03656 2.63715 4.80417
H 3.22826 -0.27439 4.92700
H 4.53941 0.74849 4.47700
H 3.29770 -0.14301 2.49980
H 3.07869 1.62832 2.58968
H 2.02299 -2.00981 2.45207
H 0.72456 -3.61093 1.12260
H 0.70955 3.28147 -4.28319
H -0.21131 3.41293 -2.69050
H -0.78145 4.19369 -4.15163

=====

44
Properties=species:S:1:pos:R:3 method="wB97M-V/def2-TZVPD" e_lumo_ev=0.23 orbital_gap_ev=8.6006 homo_energy_ev=-8.37 smiles="CC(C)=CCC/C(C)=C/COc1ccc2ccc(=O)oc2c1" e_tot_ev=-26201.816 e_above_lowest_kj_mol=0.4 spin_multiplicity=1
C -2.21764 -2.19277 -2.58334
C -1.20781 -1.96619 -1.49715
C 0.19037 -1.73675 -1.99274
C -1.49216 -1.94534 -0.20038
C -2.84690 -2.13884 0.41692
C -3.76011 -0.91107 0.22931
C -3.16943 0.32153 0.84952
C -3.21274 0.40522 2.34903
C -2.63060 1.26676 0.08806
C -2.00846 2.54628 0.56632
O -0.93347 2.96171 -0.26521
C 0.19264 2.22428 -0.28586
C 1.19317 2.66341 -1.17314
C 2.38333 1.99423 -1.26851
C 2.63447 0.86103 -0.48254
C 3.84414 0.10335 -0.52774
C 3.99488 -0.97813 0.26228
C 2.95043 -1.40327 1.17695
O 3.00995 -2.35610 1.91361
O 1.80176 -0.65112 1.19462
C 1.63414 0.43244 0.40376
C 0.42107 1.10462 0.50000
H -1.81771 -2.87771 -3.32982
H -3.14512 -2.60449 -2.19732
H -2.44129 -1.25226 -3.08839
H 0.90052 -1.72710 -1.17158
H 0.48105 -2.52016 -2.69152
H 0.25446 -0.78199 -2.51680
H -0.68644 -1.76764 0.49821
H -2.72704 -2.33693 1.48276
H -3.34545 -3.00450 -0.02680
H -3.91545 -0.74421 -0.83623
H -4.72902 -1.12170 0.68955
H -3.70306 1.32253 2.67123
H -2.20754 0.39905 2.77107
H -3.75669 -0.43824 2.76487
H -2.62255 1.15618 -0.98733
H -2.73055 3.36774 0.48847
H -1.67594 2.47632 1.60837
H 0.99085 3.53691 -1.77191
H 3.14617 2.33189 -1.95383
H 4.62555 0.41603 -1.20602
H 4.88806 -1.58129 0.26114
H -0.31812 0.71835 1.17910

=====

54
Properties=species:S:1:pos:R:3 method="wB97M-V/def2-TZVPD" total_charge=+3 e_lumo_ev="-10.99 / -10.15" orbital_gap_ev="5.9030 / 6.7441" homo_energy_ev="-16.89 / -16.89" e_tot_ev=-53028.993 e_above_lowest_kj_mol=158.9 spin_multiplicity=1
Sn 1.26452 -1.46094 -0.46349
O 7.73273 1.36231 -0.46516
C 7.60258 -0.03520 -0.39192
C 6.14984 -0.37886 -0.52614
C 5.73821 -1.68716 -0.76279
C 4.39219 -1.96252 -0.83978
N 3.45893 -1.00282 -0.72580
C 3.84799 0.27435 -0.54489
C 5.17559 0.61414 -0.41385
C 2.74286 1.26400 -0.51962
C 2.94602 2.62546 -0.59934
C 1.85852 3.49170 -0.55737
C 2.06536 4.97659 -0.56926
O 3.43435 5.22967 -0.39180
C 0.57759 2.94229 -0.48972
C 0.43935 1.57826 -0.44401
N 1.49928 0.74534 -0.44466
H 8.66518 1.60677 -0.44931
H 7.95128 -0.42544 0.57328
H 8.17082 -0.55674 -1.16826
H 6.45540 -2.48847 -0.88412
H 4.03917 -2.97308 -1.00624
H 5.48728 1.63079 -0.22595
H 3.93865 3.04092 -0.69028
H 1.45017 5.42334 0.21917
H 1.69628 5.36712 -1.52634
H 3.59610 6.17989 -0.37662
H -0.30150 3.57309 -0.47405
H -0.53884 1.11740 -0.40566
C -6.99337 -1.77516 -3.01895
C -6.70439 -1.69315 -1.56171
C -7.64145 -1.77090 -0.56033
C -7.24655 -1.68897 0.77691
N -5.93664 -1.52709 1.08723
C -5.08359 -1.46301 0.12043
S -3.43231 -1.25937 0.72870
N -5.40214 -1.53546 -1.18351
C -8.20102 -1.78007 1.90493
H -8.06415 -1.80519 -3.19646
H -6.54518 -2.67888 -3.43922
H -6.57070 -0.91683 -3.54499
H -8.68526 -1.88493 -0.81552
H -4.68423 -1.48351 -1.89795
H -9.23467 -1.73236 1.57472
H -7.99450 -0.99180 2.62954
H -8.03626 -2.72693 2.42812
B 1.41451 -1.43652 4.60441
C 1.40769 -1.43320 3.04127
N 1.39856 -1.40834 1.89251
H 1.63539 -0.32264 5.02549
H 2.31476 -1.87179 5.41425
H 0.73930 -2.34937 5.04104
O -1.34559 -1.30143 -0.69946
O -2.64414 -1.23530 -0.78743